{
  "formula": "C50H41BrCsF9N6O5SSe",
  "method": "wB97M-V/def2-TZVPD",
  "relative_energy_kj_mol": 133.13,
  "largest_force_ev_per_a": 2.8,
  "charge": -2,
  "orbital_gap_ev": 4.138,
  "total_energy_ha": -8927.251950,
  "symbols": ["H", "C", "C", "C", "C", "N", "H", "F", "H", "C", "N", "F", "C", "H", "C", "H", "Br", "H", "H", "C", "H", "C", "C", "F", "C", "C", "H", "C", "F", "C", "H", "H", "H", "Cs", "H", "H", "N", "C", "C", "H", "C", "C", "H", "C", "O", "H", "C", "H", "C", "F", "C", "H", "H", "H", "H", "F", "C", "H", "C", "O", "Se", "N", "H", "F", "H", "C", "C", "F", "C", "C", "H", "H", "C", "H", "H", "H", "N", "H", "C", "H", "C", "C", "F", "O", "C", "H", "S", "C", "C", "C", "H", "N", "C", "C", "H", "C", "C", "H", "C", "C", "C", "C", "H", "H", "C", "O", "H", "C", "H", "C", "C", "C", "O", "H", "C"],
  "coordinates": [[5.9123, -2.8164, -3.8406], [-2.7845, 6.0089, 5.3181], [-2.4950, 4.6996, 4.9836], [-2.4131, -4.9614, -5.2558], [-1.1357, 4.2383, -1.9573], [1.1383, -3.0023, 0.9170], [6.0579, -3.6202, -1.7881], [-4.3862, 7.7134, 5.7075], [2.6228, 3.1862, -3.1717], [0.5433, 5.2049, -3.3201], [1.0315, 3.3085, -1.7514], [-1.7985, 6.8816, 5.6104], [-1.7505, 5.9819, -3.5278], [-3.3207, -4.0527, 2.2108], [-4.7787, 4.2398, 4.7319], [-7.2255, 1.5237, -0.1593], [-1.9465, -2.1475, 7.4500], [2.4850, 1.1745, -3.8920], [5.3789, -2.3616, -6.2034], [5.3173, -2.9353, -1.3691], [5.6310, -1.9034, -1.5421], [-3.0305, -4.0113, 5.5985], [-6.4625, 0.8901, 0.3025], [-1.1928, 4.3727, 4.9710], [-2.0364, -3.3039, -3.4839], [4.1135, 0.9049, 4.4019], [-0.2515, -2.4511, -1.8542], [-2.0636, 5.0571, -2.5324], [-1.5368, 3.3968, -0.9816], [2.2298, -2.5311, -4.9621], [-5.5903, 3.3009, 1.0491], [2.6693, -0.1227, 0.0527], [-3.8419, -5.4425, 4.2245], [-1.8279, 0.0055, -0.2419], [1.9165, -2.6753, -1.6981], [4.3142, -1.8246, 3.3277], [1.5517, -2.8893, -2.6169], [-4.0918, 6.4423, 5.3635], [-2.2184, -1.5862, 2.1214], [4.0775, -0.4812, -0.9939], [2.3040, -2.7996, 1.6185], [2.4295, 3.2190, -2.0919], [4.1217, 2.8346, 5.3113], [4.8801, -2.7514, -4.1554], [4.0293, -3.1688, -1.9138], [5.0425, 0.5781, 4.8552], [3.5889, 2.1613, 4.6502], [-1.7845, -0.9599, 4.7102], [3.2559, -2.3818, -5.8888], [-5.8256, 3.4402, 4.4568], [-0.5880, -3.5866, -3.6041], [1.9850, 3.5646, 4.3236], [-6.6382, 0.8810, 1.3803], [0.6936, 2.0661, 2.8238], [-3.9975, 3.2970, 0.2091], [-3.3502, 4.9733, -2.1112], [-2.5197, -2.4416, 3.3475], [3.9313, 0.2607, -3.3951], [-2.1985, -1.9574, 4.6121], [-4.3671, 0.9629, -0.8115], [-3.0611, 1.9715, 4.1369], [1.6460, -0.5144, 2.1796], [-0.6221, -5.9535, -6.0674], [-0.0142, 6.9159, -4.8205], [4.1142, -3.9558, 2.1207], [1.0886, -4.1996, 0.4337], [-0.1219, -4.5514, -4.5770], [-6.3765, 5.9581, 5.0904], [3.8550, -2.9206, -3.2392], [-3.4719, 3.7462, 4.6700], [2.5157, -1.2971, -1.2627], [3.0016, 4.0801, -1.7121], [2.4799, -1.4993, 2.2838], [-2.4924, 6.6207, -3.9827], [3.0125, -2.1616, -6.9203], [2.3481, -0.5453, -3.5202], [3.5574, -1.2107, 3.0925], [-4.2325, 2.3688, 1.7079], [2.5193, -2.8136, -3.6404], [-3.2219, -4.6065, 6.4811], [-2.4412, -2.7620, 5.7119], [3.0553, 1.9965, -1.4362], [1.8307, 5.4028, -3.7476], [-2.4798, -2.4516, -2.7311], [4.5762, -2.4929, -5.4889], [1.1977, -2.4117, -5.2648], [2.4713, -5.1740, 0.7829], [2.8414, 0.3865, -3.2307], [-5.0916, 5.5453, 5.0590], [-0.4146, 6.0208, -3.8758], [-6.5332, -0.1163, -0.1053], [2.5280, 0.7021, -1.8578], [-3.3701, -4.4716, 4.3307], [2.9744, -0.3454, -0.9727], [0.9358, -4.7763, -4.6341], [-3.0975, -3.6978, 3.2097], [-4.7196, 2.7048, 0.7719], [0.2451, -4.5940, -0.1238], [-0.9841, -5.2142, -5.3648], [3.1497, -3.8640, 1.6445], [-5.1065, 1.4816, 0.0057], [2.1706, 0.4968, 2.9736], [4.1505, 2.0256, -1.6185], [-3.9780, -3.9101, -4.2760], [1.6470, 1.7626, 3.2423], [-2.2998, -0.3553, 2.2796], [5.2292, -3.1145, -0.3011], [3.3740, 0.0846, 3.5519], [-3.0873, -5.5005, -5.9123], [0.2096, -2.9600, -2.6917], [-2.9144, -4.0922, -4.3664], [0.2556, 4.2013, -2.3295], [-1.9162, -2.2000, 1.0601], [2.8925, 2.0759, -0.3581], [2.3715, 2.5822, 4.0841]],
  "atomic_forces_ev_per_a": [[-0.0268, 0.0111, 0.0070], [0.1545, -0.0310, 0.0267], [-0.0250, -0.0227, 0.0040], [0.3716, -0.1707, -0.1458], [0.0477, 0.0126, -0.0364], [0.0877, -0.1226, -0.2309], [0.0036, -0.0571, -0.0119], [-0.0047, 0.0364, -0.0184], [0.0045, 0.0219, -0.1053], [0.0144, -0.0385, 0.0398], [-0.0829, 0.1351, -0.1211], [0.0183, -0.0287, 0.0097], [-0.0517, 0.0178, -0.0008], [0.0140, 0.0125, 0.0240], [-0.0401, -0.0140, -0.0351], [0.0073, 0.0061, 0.0516], [-0.0190, -0.0032, -0.0281], [-0.0030, 0.0200, 0.0086], [-0.0162, -0.0049, 0.0107], [-0.0422, -0.0464, -0.0522], [0.0072, -0.0343, -0.0257], [-0.0185, 0.0019, -0.1071], [0.0070, -0.0705, 0.0670], [0.0366, -0.0506, -0.0185], [0.0714, -0.1543, -0.1834], [-0.0482, -0.0173, -0.0376], [-0.3883, -0.1218, 0.0716], [0.0373, 0.0103, 0.0326], [-0.1126, -0.1150, 0.0476], [-0.0369, -0.1436, -0.2286], [0.0291, -0.0154, 0.0278], [0.0512, -0.0156, -0.1997], [0.0133, 0.0188, 0.0044], [1.0620, 1.5300, -2.0463], [-0.1120, -0.0981, -0.1500], [-0.0177, -0.0220, 0.0215], [0.2992, -0.2897, -0.4030], [-0.0513, 0.1455, 0.0356], [0.0281, -0.5784, 0.2122], [-0.0515, 0.0458, -0.0030], [-0.2364, 0.3352, 0.0302], [-0.3138, 0.0513, 0.0257], [-0.0075, -0.0127, -0.0188], [-0.0296, -0.0224, -0.0227], [0.2576, -0.1389, 0.1446], [-0.0271, 0.0187, -0.0234], [-0.0636, -0.0393, -0.0209], [-0.0318, -0.0296, -0.0092], [-0.0330, -0.0034, 0.0329], [0.0045, -0.0383, -0.0270], [-0.0495, -0.0785, -0.3011], [0.0140, -0.0263, 0.0047], [-0.0133, 0.0171, -0.0333], [0.0557, -0.0154, 0.0364], [-0.0341, -0.0335, 0.0053], [-0.0349, 0.0008, 0.0074], [0.0770, -0.0914, -0.0071], [0.0376, 0.0059, -0.0217], [-0.0778, 0.0236, 0.0423], [-0.6632, 0.2132, 0.0420], [-0.0090, 0.2581, 0.0863], [-0.1450, 0.1294, 0.1248], [-0.0520, -0.0114, -0.0061], [0.0111, 0.0163, -0.0151], [-0.0618, 0.0237, 0.0140], [0.0457, 0.0894, 0.1910], [0.0285, 0.1876, 0.2604], [-0.0019, -0.0136, 0.0174], [0.1490, 0.0137, 0.0036], [0.0430, -0.0370, -0.0022], [0.2937, 0.6544, 0.2906], [0.0787, 0.0350, -0.0605], [0.0786, -0.1860, -0.0279], [0.0418, -0.0312, 0.0295], [0.0015, 0.0113, 0.0313], [0.1069, 0.4341, 0.0877], [0.0777, 0.0607, 0.0135], [-0.1089, 0.0754, -0.0655], [-0.2664, -0.4821, 0.1722], [0.0050, -0.0012, -0.0015], [0.0202, 0.0110, -0.0159], [-0.0024, -0.1074, 0.0886], [0.0576, -0.0806, 0.0215], [-0.1358, 0.1513, 0.1436], [-0.0417, 0.0308, 0.0414], [0.0527, 0.0336, -0.0005], [-0.0635, -0.0646, -0.0532], [-0.1541, 0.0506, 0.0170], [-0.1301, -0.0792, 0.0012], [0.0150, -0.0304, 0.0104], [0.0119, 0.0132, -0.0074], [-0.0113, 0.0756, 0.0400], [0.0294, 0.0544, 0.0141], [-0.1235, 0.1126, 0.0581], [-0.0071, 0.0422, 0.0127], [0.0588, -0.0399, 0.0581], [0.1808, -0.0322, -0.0038], [0.0977, 0.1015, 0.0518], [-0.4115, -0.0293, -0.0918], [0.2011, -0.1344, 0.0477], [0.0732, 0.0514, -0.1202], [-0.2026, 0.0353, -0.1341], [0.0431, -0.0131, 0.0511], [0.0249, 0.0247, 0.0055], [-0.0449, -0.0111, -0.0017], [-0.1162, -0.1918, 0.8616], [-0.0381, 0.0250, 0.0149], [0.1068, -0.1284, 0.0258], [0.0270, -0.0317, -0.0051], [0.1700, 0.1213, 0.2132], [0.0339, 0.1435, 0.1949], [0.2311, -0.1428, 0.0034], [-0.3429, -1.0589, 0.9260], [-0.0161, -0.0070, -0.0145], [0.0424, -0.0173, 0.0022]]
}

{
  "formula": "C22H37N3P3RhSe",
  "method": "wB97M-V/def2-TZVPD",
  "relative_energy_kj_mol": 0.00,
  "largest_force_ev_per_a": 0.4,
  "charge": 2,
  "orbital_gap_ev": 5.534,
  "total_energy_ha": -4560.344780,
  "symbols": ["H", "C", "H", "H", "C", "H", "C", "H", "H", "H", "C", "N", "H", "N", "H", "H", "C", "Se", "H", "H", "C", "P", "C", "C", "H", "H", "C", "H", "H", "P", "H", "H", "H", "C", "H", "H", "H", "C", "C", "H", "C", "H", "C", "H", "C", "H", "H", "N", "H", "H", "H", "H", "C", "P", "H", "H", "C", "H", "H", "C", "C", "C", "H", "C", "H", "C", "Rh"],
  "coordinates": [[0.3166, 0.0439, -3.6501], [-3.3377, -2.3558, -1.5977], [5.6109, 0.1313, -0.5382], [-0.7594, -2.2166, -3.2025], [4.2064, 1.3703, 2.8923], [0.8548, 3.0827, -0.0491], [-2.4314, 2.8311, 1.0647], [2.8619, -1.9221, -2.3589], [-2.8692, 2.4170, 0.1479], [-0.8909, -3.2013, -0.6161], [5.2373, 0.4791, 0.4152], [3.0108, 0.0282, -0.3321], [-5.2429, -1.0209, 0.3602], [1.9850, 1.0020, 2.0829], [-3.7343, -3.3019, -1.2285], [0.8760, -2.3598, -3.8385], [5.5467, 1.3478, 2.6554], [-4.1622, 1.8551, -4.5274], [2.7852, -2.5472, -0.7081], [-0.4088, 0.7172, 3.5435], [0.2147, -2.6801, -3.0343], [-0.5877, 0.7969, 1.1978], [1.2071, 0.5829, 1.1145], [-3.1616, 1.1162, -3.3342], [0.5110, -2.8797, 0.4392], [-3.3685, -3.1346, 1.1664], [0.1950, -3.2028, -0.5567], [-0.4908, 4.2079, -0.2464], [0.8138, 1.4279, -2.6499], [0.5419, -0.5610, -1.3247], [0.5226, -4.2362, -0.6810], [2.4879, -3.6210, -2.0768], [-2.4727, -2.5495, -2.2234], [-4.4364, -0.3211, 0.1273], [-4.2930, 0.3344, 0.9864], [6.2362, 1.6745, 3.4219], [0.6946, 3.1281, 2.5455], [3.8392, 0.4783, 0.6282], [6.0651, 0.9040, 1.4085], [3.7921, 1.7107, 3.8316], [3.3149, 0.9442, 1.8813], [-0.5676, 2.6469, -1.0277], [1.7244, 0.0527, -0.0821], [-2.9544, 2.4170, 1.9286], [0.8199, -2.3545, -1.6611], [-0.8594, -0.8743, 2.9312], [-4.0960, -1.8594, -2.2042], [-2.4673, 0.5945, -2.5164], [0.0947, -3.7612, -3.1148], [7.1359, 0.9045, 1.2564], [2.0059, 0.1991, -3.0776], [-2.6356, 3.9034, 1.0481], [-2.7058, -2.2733, 1.2660], [-2.9243, -1.2594, -0.2187], [-2.0931, 0.4119, 3.0648], [-0.9073, 3.0416, 3.2986], [2.3358, -2.6087, -1.6974], [-3.0059, -1.7062, 2.1450], [-1.6885, -2.6307, 1.3952], [-0.2317, 3.1567, -0.1084], [-0.3657, 3.3290, 2.3971], [-1.0512, 0.1922, 2.8339], [-4.7108, 0.2676, -0.7478], [-0.9166, 2.6247, 1.1561], [-0.4923, 4.4065, 2.2737], [0.9550, 0.3610, -2.8281], [-1.4781, 0.3183, -0.8462]],
  "atomic_forces_ev_per_a": [[-0.0142, 0.0357, -0.0020], [-0.0123, 0.0130, 0.0070], [0.0170, 0.0030, 0.0042], [0.0011, -0.0085, 0.0064], [-0.0449, 0.0354, 0.0814], [0.0081, -0.0145, -0.0193], [-0.0426, 0.0316, -0.0223], [0.0170, -0.0144, -0.0020], [0.0118, -0.0176, 0.0110], [-0.0509, -0.0025, 0.0198], [0.0218, -0.0371, -0.0853], [0.0317, -0.1133, -0.2534], [0.0311, -0.0495, -0.0252], [-0.1432, 0.0817, 0.2297], [-0.0193, 0.0228, 0.0500], [-0.0152, 0.0069, -0.0117], [0.0104, -0.0003, 0.0008], [0.0920, -0.0924, 0.1506], [0.0014, 0.0028, -0.0097], [-0.0130, -0.0046, 0.0047], [-0.0062, 0.0375, -0.0059], [-0.0081, 0.2804, 0.1080], [0.0813, -0.1206, -0.1807], [-0.0685, -0.0380, -0.1552], [-0.0145, 0.0046, 0.0021], [-0.0180, 0.0044, 0.0258], [0.0214, -0.0031, -0.0038], [0.0129, 0.0035, 0.0063], [-0.0160, -0.0042, -0.0253], [0.1267, 0.0992, -0.2082], [0.0059, 0.0077, -0.0031], [-0.0239, -0.0059, -0.0029], [-0.0178, -0.0395, 0.0065], [0.0959, 0.0318, -0.0329], [-0.0027, 0.0292, -0.0235], [-0.0057, 0.0008, 0.0062], [-0.0103, 0.0058, 0.0110], [-0.0905, 0.1164, 0.3016], [-0.0032, 0.0009, 0.0025], [0.0174, 0.0035, 0.0039], [0.1466, -0.1198, -0.2899], [-0.0120, 0.0070, 0.0103], [-0.0841, 0.0216, 0.2229], [-0.0194, -0.0096, -0.0108], [0.0590, 0.0136, 0.0159], [-0.0224, -0.0085, -0.0308], [0.0585, 0.0270, -0.0309], [-0.0373, 0.0412, -0.0062], [0.0116, -0.0031, -0.0166], [0.0009, -0.0009, -0.0053], [0.0042, -0.0519, 0.0572], [-0.0252, -0.0064, 0.0033], [0.1333, 0.0295, -0.0547], [-0.3231, -0.1993, -0.0217], [-0.0002, -0.0175, -0.0063], [0.0065, -0.0078, 0.0023], [-0.0117, -0.0246, -0.0108], [0.0053, 0.0228, -0.0133], [0.0116, -0.0203, -0.0171], [-0.0332, 0.0320, -0.0441], [0.0068, 0.0076, -0.0195], [0.0040, -0.0047, 0.0022], [-0.0310, 0.0145, 0.0259], [0.1401, -0.0855, 0.0969], [-0.0134, 0.0011, -0.0172], [0.0179, -0.0112, 0.0243], [0.0431, 0.0604, 0.1668]]
}

Question: Which formula does entry 2 have?
Answer: C22H37N3P3RhSe